{"formula": "C29H27Br4GaN5O2", "method": "ωB97M-V/def2-TZVPD", "total_energy_ha": -13766.2979, "spin_multiplicity": 1, "total_charge": 1, "molar_mass_g_mol": 866.91, "homo_energy_ev": -9.39, "species": ["Ga", "Br", "C", "C", "Br", "C", "Br", "C", "O", "C", "O", "C", "Br", "N", "C", "C", "C", "C", "C", "C", "C", "C", "N", "C", "H", "H", "H", "H", "H", "H", "H", "H", "N", "C", "C", "N", "H", "H", "H", "H", "H", "H", "H", "H", "H", "C", "C", "C", "C", "C", "C", "N", "C", "C", "C", "C", "C", "C", "H", "H", "H", "H", "H", "H", "H", "H", "H", "H"], "coordinates": [[-0.016667, -0.153506, -0.301543], [-6.534355, -0.424970, -2.099732], [-4.950480, -0.357105, -1.080196], [-4.993456, -0.032582, 0.271691], [-6.632609, 0.327947, 1.131156], [-3.799132, 0.019828, 1.002471], [-3.767199, 0.254467, 2.882595], [-2.572197, -0.172424, 0.390448], [-1.407854, -0.100056, 1.028437], [-2.536169, -0.564139, -0.971652], [-1.336150, -0.864932, -1.473694], [-3.720908, -0.659055, -1.681672], [-3.588312, -1.219058, -3.478928], [1.503607, -1.027301, -1.581067], [2.719745, -1.199779, -0.819517], [3.939962, -1.471074, -1.365107], [5.082324, -1.591489, -0.542836], [4.991864, -1.406494, 0.806524], [3.742189, -1.115011, 1.400577], [3.559370, -0.893487, 2.782907], [2.311868, -0.614263, 3.272113], [1.230194, -0.540458, 2.381609], [1.372839, -0.749957, 1.089147], [2.601630, -1.033306, 0.579392], [1.190484, -1.893814, -2.004535], [1.636568, -0.356875, -2.335077], [4.039843, -1.573692, -2.439228], [6.034748, -1.835101, -0.994220], [5.872431, -1.465500, 1.435319], [4.415648, -0.938696, 3.446399], [2.147547, -0.433348, 4.324771], [0.229707, -0.278407, 2.709809], [-3.477846, -3.712068, 2.300911], [-2.281171, -4.193090, 1.512957], [-1.548070, -2.946624, 1.036040], [-0.414244, -3.129448, 0.155972], [-4.029243, -4.477667, 2.683091], [-4.085606, -3.142325, 1.705408], [-3.181542, -3.109197, 3.070829], [-2.642643, -4.790923, 0.679395], [-1.665936, -4.816669, 2.157933], [-1.225533, -2.372753, 1.907114], [-2.268514, -2.336791, 0.497128], [-0.701955, -3.472957, -0.750942], [0.319081, -3.717984, 0.532071], [-2.918152, 4.103431, -1.511369], [-2.715245, 2.965520, -2.276452], [-1.587788, 2.177972, -2.078407], [-0.659932, 2.501938, -1.089311], [-0.846426, 3.675857, -0.356678], [-1.965715, 4.465070, -0.565364], [0.429224, 1.630019, -0.787135], [1.714834, 2.214570, -0.791166], [2.587355, 2.130052, 0.296042], [3.894599, 2.597360, 0.204490], [4.346106, 3.200525, -0.958156], [3.462167, 3.361830, -2.020243], [2.166419, 2.879663, -1.939460], [-3.808963, 4.702362, -1.647182], [-3.433809, 2.684720, -3.038286], [-1.413905, 1.306644, -2.696654], [-0.115772, 3.946858, 0.397191], [-2.106283, 5.361323, 0.026897], [2.217879, 1.745935, 1.238369], [4.553972, 2.500455, 1.060272], [5.362622, 3.565208, -1.026910], [3.790054, 3.864966, -2.922117], [1.482900, 2.999853, -2.772636]], "forces_ev_per_a": [[0.09, 0.39, -0.27], [0.07, 0.01, 0.03], [-0.08, -0.03, 0.09], [-0.06, -0.07, -0.08], [0.04, -0.03, 0.00], [0.04, -0.09, 0.07], [0.01, -0.04, 0.00], [0.11, 0.21, 0.13], [-0.07, 0.06, -0.16], [0.10, -0.08, -0.13], [-0.21, 0.14, 0.12], [0.06, -0.04, -0.13], [0.01, 0.06, 0.07], [0.16, 0.03, 0.05], [-0.03, -0.06, -0.11], [-0.03, 0.04, -0.04], [0.02, -0.02, 0.06], [0.08, 0.03, -0.02], [-0.11, -0.08, -0.01], [-0.01, 0.01, 0.04], [0.05, -0.05, 0.04], [-0.06, 0.01, -0.08], [0.05, 0.20, 0.07], [0.03, -0.04, 0.06], [-0.09, -0.06, 0.05], [-0.02, 0.10, 0.06], [-0.01, -0.04, 0.02], [-0.01, 0.08, -0.01], [-0.04, -0.04, -0.03], [-0.02, 0.00, -0.03], [0.00, 0.01, -0.02], [0.03, 0.01, -0.02], [0.09, -0.10, -0.13], [0.23, -0.02, -0.18], [0.25, -0.07, -0.02], [0.02, -0.30, 0.08], [-0.07, -0.06, 0.04], [-0.04, 0.11, -0.02], [-0.02, 0.14, 0.05], [-0.14, -0.03, 0.02], [-0.12, -0.04, 0.14], [-0.06, 0.07, 0.02], [-0.05, 0.00, 0.05], [0.03, 0.02, -0.06], [-0.10, -0.09, 0.07], [0.00, -0.04, 0.01], [-0.03, -0.02, 0.00], [0.10, 0.04, 0.01], [-0.04, -0.03, 0.03], [-0.03, -0.04, 0.04], [0.02, 0.03, 0.00], [-0.13, 0.08, 0.16], [0.06, -0.08, -0.14], [-0.05, 0.03, -0.04], [-0.02, -0.06, 0.02], [-0.02, -0.01, 0.04], [-0.01, 0.04, -0.02], [0.06, -0.08, -0.01], [0.03, 0.03, -0.03], [0.02, 0.01, 0.02], [-0.04, -0.05, 0.01], [-0.02, 0.00, 0.00], [0.01, -0.02, -0.01], [0.01, -0.10, 0.00], [-0.02, 0.04, -0.03], [-0.02, 0.01, -0.01], [-0.02, -0.02, 0.02], [0.02, -0.01, 0.01]], "nbo_charge": [1.947, 0.118, -0.155, -0.211, 0.111, -0.099, 0.056, 0.178, -0.879, 0.296, -0.883, -0.201, 0.100, -0.873, 0.110, -0.177, -0.181, -0.164, -0.107, -0.079, -0.269, 0.107, -0.582, 0.240, 0.417, 0.430, 0.234, 0.237, 0.232, 0.234, 0.243, 0.247, -0.670, -0.232, -0.241, -0.816, 0.444, 0.456, 0.448, 0.226, 0.219, 0.208, 0.227, 0.383, 0.370, -0.232, -0.202, -0.278, 0.231, -0.268, -0.184, -0.982, 0.249, -0.305, -0.193, -0.242, -0.195, -0.264, 0.218, 0.218, 0.225, 0.216, 0.215, 0.202, 0.209, 0.219, 0.219, 0.223]}

{"formula": "C29H27Br4GaN5O2", "method": "ωB97M-V/def2-TZVPD", "total_energy_ha": -13766.2988, "spin_multiplicity": 1, "total_charge": 1, "molar_mass_g_mol": 866.91, "homo_energy_ev": -9.78, "species": ["Ga", "Br", "C", "C", "Br", "C", "Br", "C", "O", "C", "O", "C", "Br", "N", "C", "C", "C", "C", "C", "C", "C", "C", "N", "C", "H", "H", "H", "H", "H", "H", "H", "H", "N", "C", "C", "N", "H", "H", "H", "H", "H", "H", "H", "H", "H", "C", "C", "C", "C", "C", "C", "N", "C", "C", "C", "C", "C", "C", "H", "H", "H", "H", "H", "H", "H", "H", "H", "H"], "coordinates": [[0.529923, -0.580178, -0.342797], [3.783660, 4.345716, -3.792172], [2.801503, 3.393398, -2.492674], [2.306610, 4.047903, -1.371195], [2.449932, 5.925772, -1.203219], [1.652101, 3.300604, -0.386087], [1.024195, 4.094992, 1.215898], [1.399147, 1.952876, -0.534383], [0.744279, 1.224317, 0.358473], [1.800469, 1.319558, -1.733948], [1.430132, 0.053723, -1.889721], [2.542998, 2.026883, -2.663509], [3.144136, 1.079674, -4.182696], [0.660671, -2.481921, -1.484842], [1.904486, -3.142880, -1.181656], [2.337275, -4.279121, -1.807026], [3.577930, -4.856525, -1.474191], [4.376160, -4.288665, -0.522385], [3.954523, -3.123055, 0.154165], [4.714371, -2.483216, 1.157839], [4.251214, -1.330483, 1.732581], [3.009374, -0.823310, 1.330993], [2.261126, -1.422505, 0.428740], [2.709276, -2.547703, -0.185022], [0.704861, -2.094769, -2.427089], [-0.120584, -3.130265, -1.465170], [1.725150, -4.735951, -2.575056], [3.901549, -5.749642, -1.990180], [5.338829, -4.717359, -0.276065], [5.659385, -2.915081, 1.462208], [4.817414, -0.807290, 2.488884], [2.602358, 0.087636, 1.756817], [-2.127140, 4.925657, 1.200992], [-2.318340, 3.441049, 1.052014], [-2.012550, 2.991615, -0.390568], [-1.617136, 1.609686, -0.505894], [-2.411345, 5.245853, 2.125874], [-2.650963, 5.444414, 0.496417], [-1.120983, 5.116491, 1.082007], [-3.336596, 3.183906, 1.339171], [-1.620122, 2.953641, 1.731275], [-1.195113, 3.609635, -0.779739], [-2.887695, 3.157835, -1.022952], [-2.365316, 0.967646, -0.274398], [-0.814175, 1.392383, 0.080580], [-1.929868, 0.531199, 4.211290], [-0.706051, -0.031907, 3.878284], [-0.500143, -0.543042, 2.609935], [-1.498439, -0.498602, 1.632014], [-2.733538, 0.058229, 1.984791], [-2.940371, 0.557410, 3.261485], [-1.207779, -0.946768, 0.332912], [-2.217822, -1.412423, -0.521752], [-3.293633, -2.178713, -0.059348], [-4.277143, -2.604460, -0.937095], [-4.197198, -2.313617, -2.292408], [-3.110158, -1.598041, -2.770325], [-2.131971, -1.154672, -1.894821], [-2.089986, 0.941975, 5.199075], [0.086724, -0.074759, 4.614195], [0.441479, -1.018572, 2.360023], [-3.531400, 0.102528, 1.255176], [-3.905901, 0.977015, 3.517756], [-3.353560, -2.440116, 0.988850], [-5.116445, -3.173072, -0.557591], [-4.973879, -2.643559, -2.968780], [-3.027886, -1.366334, -3.824433], [-1.302007, -0.552647, -2.259529]], "forces_ev_per_a": [[0.42, -0.38, -0.26], [-0.09, -0.11, 0.07], [-0.05, 0.15, 0.01], [0.11, 0.08, -0.06], [0.04, -0.16, 0.07], [-0.13, 0.23, -0.08], [0.34, 0.07, 0.24], [0.17, 0.13, -0.29], [1.20, -0.66, 0.66], [-0.07, 0.01, 0.01], [-0.22, -0.12, 0.05], [0.07, -0.07, -0.22], [-0.08, 0.05, 0.13], [0.07, 0.12, -0.24], [0.08, -0.12, -0.01], [-0.15, 0.12, 0.02], [0.16, 0.01, 0.06], [-0.02, -0.09, -0.01], [-0.19, 0.15, -0.03], [-0.06, 0.10, 0.01], [0.12, -0.10, 0.00], [-0.11, 0.02, 0.02], [-0.29, 0.35, 0.20], [0.20, -0.26, 0.00], [0.00, -0.01, 0.00], [-0.09, 0.08, 0.14], [-0.02, 0.02, 0.00], [-0.01, 0.00, -0.01], [-0.01, -0.03, 0.01], [0.03, 0.03, -0.03], [0.00, -0.01, 0.00], [0.01, -0.01, -0.01], [-0.14, -0.11, 0.04], [-0.03, -0.62, -0.27], [0.07, -0.05, -0.05], [-0.98, 0.47, -0.32], [-0.01, 0.08, -0.02], [0.00, 0.03, 0.00], [0.07, 0.04, -0.09], [0.01, 0.14, 0.11], [-0.05, 0.11, 0.08], [-0.04, 0.05, -0.03], [0.00, 0.18, -0.02], [-0.05, 0.37, -0.24], [-0.49, 0.51, -0.05], [0.05, 0.08, 0.09], [-0.02, 0.11, -0.02], [-0.04, -0.11, -0.13], [-0.09, -0.17, 0.04], [0.03, -0.05, 0.11], [-0.04, 0.02, -0.03], [0.46, -0.32, 0.32], [-0.06, -0.28, -0.14], [0.03, 0.04, -0.02], [-0.01, 0.00, 0.00], [-0.05, -0.01, -0.06], [0.02, -0.08, 0.01], [0.13, 0.12, 0.13], [-0.04, -0.06, 0.02], [0.01, -0.03, -0.02], [0.02, 0.00, 0.08], [-0.07, -0.07, 0.04], [-0.02, -0.01, -0.01], [-0.02, 0.04, 0.03], [0.02, -0.03, 0.00], [0.00, -0.01, 0.00], [0.00, -0.01, 0.00], [-0.14, 0.05, -0.07]], "nbo_charge": [1.940, 0.122, -0.141, -0.168, 0.102, -0.184, 0.045, 0.296, -0.887, 0.241, -0.868, -0.159, 0.105, -0.880, 0.112, -0.171, -0.186, -0.163, -0.103, -0.072, -0.262, 0.111, -0.579, 0.231, 0.430, 0.422, 0.231, 0.236, 0.231, 0.234, 0.244, 0.236, -0.690, -0.252, -0.237, -0.848, 0.436, 0.433, 0.449, 0.220, 0.246, 0.195, 0.203, 0.365, 0.396, -0.258, -0.175, -0.269, 0.257, -0.314, -0.193, -0.939, 0.228, -0.277, -0.191, -0.239, -0.184, -0.301, 0.220, 0.218, 0.204, 0.219, 0.213, 0.223, 0.221, 0.222, 0.221, 0.225]}

Record-wise gap between HOMO and LUMO values, in eV: 6.04, 6.62
Record-wise LUMO energy values, in eV: -3.35, -3.16
Record-wise relative energy (zero: lowest compared OMol25 entry of this formula, charge and spin) values, in kJ/mol: 81.7, 79.4